Formula: C5H8O2
Source: OMol25
Level of theory: ωB97M-V with the def2-TZVPD basis set

Summary:
Frontier orbital gap (spin up / spin down): 7.97 / 7.79 eV
HOMO level (spin up / spin down): -7.2 / -7.1 eV
E: -9404.8576 eV

Structure (XYZ):
```
15
Properties=species:S:1:pos:R:3:lowdin_charge:R:1
O -0.530 0.851 2.079 -0.001
C 0.310 0.825 0.985 -0.192
C -0.313 0.656 -0.296 -0.272
C -1.230 -0.648 -0.401 -0.058
C 0.076 -1.303 -0.754 -0.309
O 0.700 -1.584 0.416 -0.001
C 0.640 -0.048 -1.351 -0.077
H -0.004 0.708 2.873 0.101
H 1.235 1.397 1.063 0.116
H 1.562 -1.126 0.469 0.107
H -0.821 1.522 -0.726 0.143
H -1.720 -0.986 0.513 0.112
H -1.931 -0.547 -1.231 0.109
H 1.722 0.112 -1.273 0.111
H 0.302 0.170 -2.366 0.111
```

---

Formula: C3H5FN2S
Source: OMol25
Level of theory: ωB97M-V with the def2-TZVPD basis set

Summary:
Frontier orbital gap: 9.28 eV
HOMO level: -8.6 eV
E: -19721.7067 eV
Structure (SMILES): N/C=C(F)/C=N\S

Structure (XYZ):
```
12
Properties=species:S:1:pos:R:3:lowdin_charge:R:1
N 2.437 -0.648 0.274 0.011
C 1.396 0.375 -0.102 -0.100
C 0.149 -0.040 -0.294 -0.250
F -0.261 -1.372 -0.149 -0.063
C -0.975 0.951 -0.022 -0.322
N -2.141 0.771 0.013 -0.386
S -2.777 -0.771 -0.011 0.729
H 3.288 -0.746 -0.517 0.158
H 2.057 -1.555 0.300 0.017
H 1.718 1.431 -0.106 0.122
H -0.714 2.075 0.168 0.149
H -4.177 -0.473 0.448 -0.063
```

---

Formula: C26H32AlN2OP2
Source: OMol25
Level of theory: ωB97M-V with the def2-TZVPD basis set

Summary:
Net charge: +1
Frontier orbital gap: 5.19 eV
HOMO level: -9.7 eV
E: -57675.4448 eV

Structure (XYZ):
```
64
Properties=species:S:1:pos:R:3:lowdin_charge:R:1
C 3.484 -1.781 -2.012 -0.042
C 3.098 -0.996 -0.915 -0.215
C 2.478 0.302 -1.215 -0.179
C 1.626 0.262 -2.396 -0.182
C 1.899 -0.632 -3.451 -0.026
C 2.913 -1.574 -3.286 -0.072
C 0.392 0.981 -2.262 0.020
C 0.534 2.257 -1.621 -0.189
C 1.413 2.266 -0.465 -0.184
C 0.890 3.082 0.637 -0.218
C 0.204 4.256 0.287 -0.033
C -0.346 4.415 -1.007 -0.077
C -0.298 3.362 -1.913 -0.041
H 4.168 -2.622 -1.853 0.121
H 1.321 -0.524 -4.373 0.123
H 3.246 -2.158 -4.140 0.107
H -0.392 0.869 -3.042 0.152
H 0.026 5.015 1.054 0.119
H -0.815 5.358 -1.298 0.111
H -0.843 3.346 -2.867 0.130
N 2.482 1.401 -0.379 0.180
Al -0.896 -0.640 0.468 0.166
C 3.025 -1.554 0.490 -0.238
H 3.417 -0.848 1.236 0.091
H 3.598 -2.487 0.530 0.094
C 0.900 2.537 2.043 -0.226
H 1.913 2.267 2.374 0.092
H 0.486 3.290 2.721 0.095
P 1.253 -2.040 0.984 0.895
P -0.225 1.006 2.284 0.904
C -1.727 1.832 2.936 -0.245
H -2.511 1.081 3.111 0.055
H -1.481 2.324 3.889 0.059
H -2.096 2.577 2.219 0.044
C 0.492 0.410 3.855 -0.246
H 0.200 1.072 4.680 0.065
H 0.142 -0.597 4.087 0.026
H 1.586 0.394 3.790 0.053
C 1.184 -3.706 0.206 -0.240
H 1.972 -4.341 0.637 0.059
H 0.204 -4.165 0.405 0.046
H 1.327 -3.627 -0.880 0.053
C 1.515 -2.558 2.721 -0.255
H 0.558 -2.723 3.221 0.024
H 2.083 -3.497 2.755 0.063
H 2.067 -1.800 3.288 0.042
C -1.645 -1.828 2.067 0.033
O -2.066 -2.404 2.983 0.203
H -0.174 0.063 -0.744 -0.007
C -1.759 -2.747 -1.733 -0.059
C -2.636 -1.565 -1.638 -0.369
C -3.670 -1.120 -2.486 -0.046
C -3.999 0.191 -2.084 -0.047
C -3.160 0.529 -1.004 -0.351
C -2.936 1.823 -0.354 -0.052
N -2.404 -0.581 -0.700 -0.051
H -2.095 -3.403 -2.556 0.100
H -1.782 -3.328 -0.792 0.065
H -0.711 -2.448 -1.986 0.076
H -4.073 -1.674 -3.325 0.101
H -4.715 0.848 -2.559 0.101
H -3.311 2.630 -0.993 0.098
H -3.476 1.903 0.598 0.075
H -1.857 2.018 -0.225 0.046
```

---

Formula: C22H49IrN2P3S2
Source: OMol25
Level of theory: ωB97M-V with the def2-TZVPD basis set

Summary:
Net charge: +3
Frontier orbital gap (spin up / spin down): 5.21 / 3.17 eV
HOMO level (spin up / spin down): -14.8 / -15.2 eV
2S+1: 5
E: -78935.3361 eV

Structure (XYZ):
```
79
Properties=species:S:1:pos:R:3:lowdin_charge:R:1
Ir -0.019 0.263 -0.204 0.408
P -0.731 1.975 1.552 0.679
P -2.237 -0.502 -0.477 0.654
P 2.218 0.996 -0.137 0.643
H -0.039 -2.633 -9.259 0.053
C 0.984 -2.860 -8.953 -0.093
C 1.323 -4.075 -8.493 -0.077
H 0.588 -4.877 -8.407 0.055
C -1.206 3.443 0.528 -0.239
C -2.265 1.808 2.575 -0.218
C 0.453 2.725 2.760 -0.212
C -2.359 -2.006 -1.521 -0.262
C -3.473 -0.915 0.826 -0.215
C -3.099 0.760 -1.483 -0.248
C 3.343 0.134 -1.306 -0.260
C 3.360 1.163 1.298 -0.228
C 2.175 2.715 -0.758 -0.252
H 1.728 -2.073 -9.088 0.052
H 2.355 -4.321 -8.238 0.055
H -1.507 4.294 1.159 0.075
H -2.042 3.215 -0.144 0.040
H -0.373 3.770 -0.102 0.034
H -2.356 2.682 3.253 0.087
H -2.198 0.901 3.199 0.006
H -3.167 1.758 1.937 0.063
H -0.083 3.494 3.350 0.085
H 1.294 3.198 2.225 0.049
H 0.837 1.958 3.461 0.021
H -3.406 -2.348 -1.541 0.077
H -1.728 -2.803 -1.106 0.042
H -2.022 -1.791 -2.543 0.046
H -4.452 -0.477 0.564 0.082
H -3.183 -0.548 1.816 -0.001
H -3.589 -2.010 0.884 0.070
H -3.933 0.284 -2.017 0.074
H -2.390 1.171 -2.211 0.035
H -3.479 1.569 -0.845 0.046
H 4.323 0.637 -1.301 0.079
H 2.932 0.145 -2.323 0.040
H 3.472 -0.914 -1.000 0.047
H 4.164 1.874 1.031 0.086
H 3.827 0.194 1.528 0.060
H 2.858 1.540 2.198 0.022
H 3.174 2.971 -1.133 0.073
H 1.888 3.413 0.039 0.041
H 1.450 2.778 -1.576 0.032
C 0.593 -1.229 -3.094 -0.621
C 0.468 0.067 -3.630 -0.107
C 0.234 0.245 -4.991 -0.015
C 0.156 -0.863 -5.838 0.015
C 0.304 -2.155 -5.322 -0.010
C 0.524 -2.339 -3.965 -0.073
S 0.799 -1.632 -1.419 0.756
H -0.330 1.431 -1.271 -0.040
H 0.517 0.933 -2.971 0.052
H 0.118 1.256 -5.386 0.133
H -0.011 -0.724 -6.904 0.128
H 0.253 -3.022 -5.977 0.111
H 0.651 -3.329 -3.532 0.121
C -1.624 -1.867 4.119 -0.042
N -1.070 -0.572 4.527 -0.217
C -1.774 0.096 5.653 -0.028
C 0.050 -0.149 3.861 -0.541
S 0.098 -0.559 2.062 0.750
N 1.263 -0.066 4.479 -0.191
C 1.461 0.181 5.926 0.011
C 2.412 -0.719 3.855 -0.055
H -1.488 -2.605 4.929 0.125
H -1.023 -2.165 3.248 0.039
H -2.679 -1.789 3.801 0.100
H -1.661 -0.470 6.598 0.117
H -1.427 1.128 5.807 0.096
H -2.864 0.158 5.459 0.107
H 1.653 -0.762 6.484 0.125
H 2.349 0.832 6.078 0.118
H 0.597 0.689 6.374 0.082
H 2.117 -0.922 2.816 0.013
H 3.297 -0.063 3.862 0.107
H 2.627 -1.688 4.344 0.131
```

---

Formula: C4H16N8NaO12S2
Source: OMol25
Level of theory: ωB97M-V with the def2-TZVPD basis set

Summary:
Net charge: -3
Frontier orbital gap: 2.28 eV
HOMO level: 3.4 eV
E: -66963.4164 eV

Structure (XYZ):
```
43
Properties=species:S:1:pos:R:3:lowdin_charge:R:1
Na 17.217 -25.175 -25.665 -0.042
S 16.073 -23.315 -25.041 0.363
O 17.218 -22.423 -24.984 -0.264
O 14.889 -22.522 -24.852 -0.336
O 15.954 -23.952 -26.318 -0.250
O 16.155 -24.384 -24.047 -0.259
S 18.997 -25.827 -24.180 0.202
O 19.676 -26.995 -23.610 -0.467
O 17.595 -25.876 -23.872 -0.380
O 19.607 -24.628 -23.618 -0.402
O 19.286 -25.800 -25.623 -0.341
C 15.721 -24.340 -28.824 -0.853
O 15.481 -24.587 -29.940 -0.001
N 16.271 -23.224 -28.380 0.122
N 15.577 -25.061 -27.830 0.179
H 16.239 -23.092 -27.379 0.028
H 16.600 -22.531 -29.037 0.120
H 15.233 -26.010 -27.823 0.077
H 15.682 -24.613 -26.931 -0.256
C 19.146 -23.243 -26.476 -0.663
O 20.030 -23.939 -26.908 -0.017
N 17.905 -23.280 -26.957 0.091
N 19.260 -22.533 -25.345 0.154
H 17.798 -23.643 -27.894 0.077
H 17.075 -22.973 -26.470 0.016
H 18.437 -22.122 -24.929 -0.040
H 20.203 -22.693 -25.019 0.091
C 15.147 -26.770 -25.514 -0.651
O 16.288 -26.389 -25.195 -0.022
N 14.041 -26.679 -24.873 0.184
N 14.849 -27.379 -26.619 0.133
H 13.237 -27.213 -25.167 0.091
H 14.078 -26.290 -23.941 0.130
H 15.514 -27.508 -27.368 0.095
H 13.860 -27.467 -26.803 0.098
C 17.842 -25.983 -28.129 -0.664
O 17.571 -26.078 -26.926 -0.017
N 18.835 -25.274 -28.547 0.186
N 17.315 -26.592 -29.163 0.158
H 18.976 -24.958 -29.496 0.114
H 19.434 -24.972 -27.791 0.028
H 17.650 -26.362 -30.087 0.097
H 16.532 -27.222 -29.067 0.092
```

---

Formula: C4H8N2O
Source: OMol25
Level of theory: ωB97M-V with the def2-TZVPD basis set

Summary:
Frontier orbital gap: 10.88 eV
HOMO level: -10.1 eV
E: -9304.5322 eV
Structure (SMILES): CN[C@H](C#N)CO

Structure (XYZ):
```
15
Properties=species:S:1:pos:R:3:lowdin_charge:R:1
C -1.838 0.393 0.747 -0.118
N -0.375 0.422 0.730 -0.089
C 0.247 0.128 -0.555 -0.343
C -0.447 -0.928 -1.331 -0.188
N -1.008 -1.751 -1.919 0.164
C 1.702 -0.313 -0.335 -0.239
O 2.464 0.632 0.366 -0.044
H -2.252 -0.607 0.545 0.078
H -2.189 0.731 1.726 0.081
H -2.237 1.078 -0.007 0.087
H -0.038 -0.244 1.419 0.116
H 0.234 1.038 -1.171 0.157
H 2.182 -0.465 -1.306 0.129
H 1.681 -1.285 0.185 0.128
H 1.873 1.169 0.906 0.080
```